Record 1
C9H27ClI2OP3Pr | ωB97M-V/def2-TZVPD

Geometry as ORCA input:
```
! wB97M-V def2-TZVPD RIJCOSX def2/J DEFGRID3
* xyz 2 3
I 0.2742 1.9707 -5.8099
I -0.3148 3.8901 -3.8441
Pr -0.0003 0.4090 -1.4094
P -2.6546 -0.1383 -1.1134
C -3.3512 1.0476 0.0476
C -3.0508 0.2657 -2.8498
H -4.1610 0.0906 -2.8168
H -4.1552 -1.8361 -0.8727
H -2.5101 -0.4356 -3.5218
H -2.5069 -2.5255 -1.3944
H -3.0321 2.0793 -0.2270
H -2.7542 1.3160 -3.0747
C -3.0545 -1.8541 -0.7051
H -4.4543 0.8618 -0.1345
H -2.7632 -2.0568 0.3453
H -3.0246 0.7932 1.0855
P 2.6603 -0.1119 -1.1100
C 3.3372 1.0790 0.0583
C 3.0723 -1.8237 -0.7022
H 2.5195 -0.4034 -3.5161
H 4.1644 0.1381 -2.8061
H 2.7441 1.3423 -3.0684
C 3.0538 0.2983 -2.8407
H 2.5302 -2.5000 -1.3933
H 4.1740 -1.7942 -0.8690
H 4.4409 0.9035 -0.1243
H 3.0104 0.8247 1.0941
H 2.7792 -2.0190 0.3480
H 3.0122 2.1087 -0.2196
Cl 0.0128 -1.8846 -2.8383
C 0.9906 -0.3695 4.3147
P 0.2338 -0.0881 2.5352
C -1.0389 -1.3361 2.8034
C 0.0772 1.6913 2.8044
O 0.2873 -0.1077 0.9495
H 0.2230 0.1879 4.9111
H 1.9921 0.0928 4.3972
H 0.9504 -1.4511 4.5511
H -1.3847 -1.3273 3.8770
H -1.8360 -1.1191 2.0877
H -0.6072 -2.3279 2.5645
H 0.7609 2.2089 2.1097
H -0.9663 1.8998 2.5267
H 0.3200 2.0108 3.8503
*
```

Expectation value of S²   2.01
HOMO-LUMO gap (alpha / beta)   6.475 / 6.421 eV
HOMO (alpha / beta)   -14.1 / -14.0 eV

---

Record 2
C5H7NS2 | ωB97M-V/def2-TZVPD

Geometry as ORCA input:
```
! wB97M-V def2-TZVPD RIJCOSX def2/J DEFGRID3
* xyz 0 1
C -2.0648 0.4090 0.2342
C -0.7041 1.0266 0.1464
C 0.3105 -0.0849 -0.0267
C 1.8023 0.3336 -0.2617
C 2.5391 -0.8274 0.1190
H -2.3814 1.4916 0.7708
H -2.5235 0.0304 -0.9470
H -2.1090 -0.9192 1.0011
H -0.8732 1.4492 -0.8561
H -0.4069 1.5952 0.9873
H 0.3375 -0.6655 0.8600
H 0.3776 -2.5082 -0.3860
N 3.2230 -1.6555 0.7375
S 0.1372 -1.3606 -1.4712
S 2.3359 1.6857 -0.9076
*
```

HOMO-LUMO gap   7.987 eV
HOMO   -9.5 eV

---

Record 3
C7H20ClO5Y | ωB97M-V/def2-TZVPD

Geometry as ORCA input:
```
! wB97M-V def2-TZVPD RIJCOSX def2/J DEFGRID3
* xyz 2 1
Y 2.5608 7.2255 1.8031
Cl 2.3908 2.7422 0.9739
C -2.0355 -2.4598 1.9646
C -1.2762 -3.0107 0.7361
C -2.0572 -4.2836 0.1757
O -1.4921 -2.0128 -0.2204
H -1.7804 -1.4292 2.2113
H -1.6904 -3.0739 2.7964
H -3.1157 -2.5553 1.8545
H -0.2193 -3.0829 0.9926
H -1.9093 -5.1388 0.8352
H -1.5436 -4.4282 -0.7747
H -3.0896 -3.9846 -0.0059
H -1.1421 -1.2351 0.2204
C 5.9870 -1.8805 -1.1027
C 6.1937 -0.9035 -2.2164
O 5.0463 -0.2274 -2.5919
O 5.9950 -1.2051 0.1321
H 6.7383 -2.6700 -1.1149
H 5.0645 -2.4218 -1.3127
H 6.5143 -1.4966 -3.0729
H 6.9884 -0.1834 -2.0212
H 4.7000 0.2756 -1.8513
H 5.2343 -0.6198 0.1468
C -4.4526 3.3616 -0.4920
C -4.1112 3.7757 0.9837
O -4.5983 5.0804 1.2834
O -3.7205 4.0945 -1.4480
H -5.5103 3.5381 -0.6874
H -4.2343 2.3098 -0.6771
H -3.0279 3.7223 1.0922
H -4.5419 3.0480 1.6714
H -4.1212 5.4877 2.0101
H -3.7439 3.6415 -2.2941
*
```

HOMO-LUMO gap   1.818 eV
HOMO   -14.1 eV

---

Record 4
C38H25Br3ClHfN5O2 | ωB97M-V/def2-TZVPD

Geometry as ORCA input:
```
! wB97M-V def2-TZVPD RIJCOSX def2/J DEFGRID3
* xyz 2 1
Hf -0.0820 0.1011 0.1443
Cl -3.8463 -0.5400 6.5906
C -3.0827 -0.6233 5.0532
C -3.1645 -1.8111 4.3056
C -2.5652 -1.8937 3.0750
C -1.8330 -0.8118 2.5362
O -1.2731 -0.9105 1.3637
C -1.7512 0.3919 3.2944
C -1.1146 1.5518 2.7954
N -0.3776 1.6886 1.7179
C 0.0396 2.9943 1.3788
C -0.0254 4.0957 2.2210
C 0.2840 5.3889 1.7879
C 0.6781 5.6188 0.4984
C 0.8613 4.5243 -0.3707
C 1.3801 4.7075 -1.6672
C 1.6361 3.6023 -2.4361
C 1.3576 2.3335 -1.9168
N 0.8175 2.1097 -0.7265
C 0.5651 3.1950 0.0648
C -2.4082 0.4620 4.5464
H -3.7143 -2.6492 4.7078
H -2.6411 -2.7973 2.4905
H -1.3051 2.4274 3.4135
H -0.3171 3.9889 3.2531
H 0.2044 6.2013 2.4922
H 0.8884 6.6178 0.1464
H 1.6078 5.7061 -2.0145
H 2.0696 3.6957 -3.4184
H 1.6228 1.4703 -2.5141
H -2.3795 1.3807 5.1132
C 2.3239 -1.9472 -1.9384
C 1.2627 -1.2524 -2.7209
C 1.3058 -1.3425 -4.1235
C 0.3934 -0.6625 -4.8821
C -0.6002 0.1032 -4.2431
C -1.5669 0.8841 -4.9203
Br -1.5108 1.0280 -6.8115
C -2.5251 1.5799 -4.2210
C -2.5506 1.5407 -2.8270
Br -3.8230 2.5437 -1.8491
C -1.6188 0.8060 -2.0963
O -1.6432 0.7728 -0.7788
C -0.6229 0.0876 -2.8184
N 0.3273 -0.5654 -2.0738
H 3.2170 -2.0725 -2.5457
H 1.9778 -2.9409 -1.6501
H 2.5749 -1.3771 -1.0474
H 2.0807 -1.9330 -4.5870
H 0.4352 -0.6923 -5.9599
H -3.2592 2.1705 -4.7459
Br -3.7260 -6.4261 -0.9216
C -2.3850 -5.1546 -0.5487
C -2.5346 -3.8341 -0.9715
C -1.5614 -2.9061 -0.6804
C -0.4168 -3.2682 0.0502
C -0.2627 -4.6130 0.4340
C -1.2388 -5.5406 0.1453
N 0.4719 -2.2486 0.3609
C 1.4230 -2.4153 1.2180
C 2.3339 -1.3393 1.5227
C 3.4800 -1.6041 2.2805
C 4.4017 -0.6001 2.4996
C 4.1452 0.6519 1.9512
C 2.9672 0.8522 1.2494
N 2.0603 -0.1058 1.0285
H -3.4205 -3.5488 -1.5139
H -1.6939 -1.8664 -0.9649
H 0.6239 -4.9477 0.9510
H -1.1258 -6.5665 0.4595
H 1.6075 -3.3575 1.7325
H 3.6392 -2.5977 2.6682
H 5.2981 -0.7911 3.0698
H 4.8539 1.4547 2.0670
H 2.7504 1.8251 0.8265
*
```

HOMO-LUMO gap   6.265 eV
HOMO   -13.1 eV

---

Record 5
C5H17N2O | ωB97M-V/def2-TZVPD

Geometry as ORCA input:
```
! wB97M-V def2-TZVPD RIJCOSX def2/J DEFGRID3
* xyz 1 1
N 0.3866 -1.8377 -1.3130
C 1.3918 -0.7543 -1.5144
C 1.2315 0.3776 -0.4421
N 0.2999 -0.0592 0.6078
C -0.6283 0.9275 1.2309
C -1.7098 0.2509 2.0907
C 1.0159 -0.7809 1.6650
H 0.5999 -2.6907 -1.8420
H 0.2166 -2.0474 -0.3284
H -0.5120 -1.5212 -1.6836
H 2.4131 -1.0705 -1.2779
H 1.3276 -0.2395 -2.4896
H 0.9832 1.3986 -0.8033
H 2.2385 0.5586 0.0006
H -1.2427 1.3042 0.3697
H -0.0501 1.7574 1.6824
H -2.7002 0.6153 1.8873
H -1.6362 -0.8323 2.1377
H -1.5323 0.5566 3.1273
H 0.4009 -1.0950 2.4965
H 1.9589 -0.3311 1.9983
H 1.4133 -1.7387 1.2374
H -1.4974 2.2663 -1.2271
H -1.0277 1.1647 -1.9408
O -1.7035 1.8332 -2.0770
*
```

HOMO-LUMO gap   9.569 eV
HOMO   -13.2 eV

---

Record 6
C3H4N2O3 | ωB97M-V/def2-TZVPD

Geometry as ORCA input:
```
! wB97M-V def2-TZVPD RIJCOSX def2/J DEFGRID3
* xyz 0 1
O 1.6708 0.9477 1.6410
C 1.0363 0.4633 0.7428
C 1.2338 -0.6599 -0.2552
O 0.3313 -0.4703 -1.3731
N -0.9444 -0.6151 -0.9681
C -1.4078 0.2995 0.0056
O -2.4865 0.4080 0.5479
N -0.3000 0.9648 0.5538
H 0.8982 -1.5877 0.3191
H 2.1854 -0.7717 -0.6840
H -1.6470 -0.7099 -1.6186
H -0.5701 1.7313 1.0888
*
```

HOMO-LUMO gap   10.790 eV
SMILES string   O=C1CONC(=O)N1
HOMO   -10.1 eV

---

Sequential E_tot output: -82464.023; -28452.746; -31357.662; -275307.498; -10480.474; -12296.815 eV
Sequential energy relative to the best compared isomer or geometry (same formula, charge and spin) output: 47.2; 141.2; 131.4; 20.5; 56.7; 50.3 kcal/mol